Record 1
This record from the Open Molecules 2025 dataset describes a 2-piece molecular cluster, C8H20INO overall in a non-equilibrium geometry. The level of theory is wB97M-V/def2-TZVPD.

Summary:
- relative energy (zero: lowest compared OMol25 entry of this formula, charge and spin) (kJ/mol) = 65.25
- highest occupied orbital energy (eV) = -6.30
- 2S+1 = 1
- largest force on an atom (Eh/bohr) = 0.0418

Each atom is followed by the atoms it is bonded to, with distances in Å.
Element x y z (Å)
1 I 3.00408 2.68116 2.47806  no bonds
2 C 1.05387 0.92706 -2.04350  C3 1.481, H12 1.090, H13 1.090, H14 1.090
3 C 0.33630 -0.27523 -1.56119  C2 1.481, N4 1.527, H15 1.090, H16 1.090
4 N 0.30129 -0.59121 -0.06810  C3 1.527, C5 1.529, C6 1.569, C8 1.610
5 C -0.72903 -1.66119 0.29499  N4 1.529, H17 1.090, H18 1.090, H19 1.090
6 C 1.67024 -1.19879 0.40052  N4 1.569, C7 1.600, H20 1.090, H21 1.090
7 C 2.01777 -2.67352 -0.11236  C6 1.600, H22 1.090, H23 1.090, H24 1.090
8 C 0.02597 0.75420 0.77281  N4 1.610, C9 1.538, H25 1.090, H26 1.090
9 C -1.08806 1.69671 0.28714  C8 1.538, O10 1.460, H27 1.090, H28 1.090
10 O -2.37172 1.00217 0.28471  C9 1.460, C11 1.437
11 C -3.33831 1.67108 1.11158  O10 1.437, H29 1.090, H30 1.090, H31 1.090
12 H 0.74876 1.94478 -1.80004  C2 1.090
13 H 0.96309 0.95086 -3.12945  C2 1.090
14 H 2.12876 0.89589 -1.86537  C2 1.090
15 H 0.77240 -1.20581 -1.92442  C3 1.090
16 H -0.71890 -0.23667 -1.83168  C3 1.090
17 H -0.65129 -2.54087 -0.34393  C5 1.090
18 H -1.71114 -1.22705 0.10767  C5 1.090
19 H -0.69919 -1.94438 1.34713  C5 1.090
20 H 1.70716 -1.15357 1.48895  C6 1.090
21 H 2.46932 -0.55565 0.03182  C6 1.090
22 H 3.05031 -2.94782 0.10377  C7 1.090
23 H 2.10110 -2.85674 -1.18362  C7 1.090
24 H 1.30830 -3.40505 0.27444  C7 1.090
25 H 0.96182 1.30818 0.84617  C8 1.090
26 H -0.29242 0.48289 1.77934  C8 1.090
27 H -0.89773 2.21666 -0.65176  C9 1.090
28 H -1.16193 2.55801 0.95107  C9 1.090
29 H -3.21440 1.62827 2.19367  C11 1.090
30 H -4.24946 1.07765 1.03582  C11 1.090
31 H -3.49692 2.67805 0.72563  C11 1.090

natural (NBO) atomic charge list, values in e, 4 entries: I -0.96; C -0.66; C -0.21; N -0.22



Record 2
This record from the Open Molecules 2025 dataset describes an isolated ion of composition C8H20N2 and charge +2 in a non-equilibrium geometry. The level of theory is wB97M-V/def2-TZVPD.

Summary:
- relative energy (zero: lowest compared OMol25 entry of this formula, charge and spin) (kJ/mol) = 387.65
- SMILES = C=C([N+](C)(C)C)[N+](C)(C)C
- highest occupied orbital energy (alpha / beta) (eV) = -17.68 / -17.65
- net charge = +2
- 2S+1 = 1
- largest force on an atom (Eh/bohr) = 0.1779

Each atom is followed by the atoms it is bonded to, with distances in Å.
Element x y z (Å)
1 C -0.22707 2.16023 -0.05338  C2 1.667, H11 1.167, H12 1.092
2 C -0.02288 0.50947 -0.16069  C1 1.667, N9 1.505, N10 1.460
3 C 1.73801 -1.05370 -1.13637  N9 1.490, H13 1.037, H14 1.087, H15 1.181
4 C 2.44032 1.08286 -0.14365  N9 1.583, H16 1.078, H17 1.046, H18 1.041
5 C 1.45568 -0.53895 1.38003  N9 1.533, H19 1.169, H20 1.076, H21 1.159
6 C -1.24750 -1.64132 -0.09194  N10 1.464, H22 1.045, H23 1.147, H24 1.062
7 C -2.17880 0.32444 -1.29272  N10 1.574, H25 1.069, H26 1.086, H27 1.057
8 C -1.90495 0.25512 1.19960  N10 1.479, H28 1.092, H29 1.076, H30 1.078
9 N 1.36205 -0.07446 -0.07772  C2 1.505, C3 1.490, C4 1.583, C5 1.533
10 N -1.30784 -0.17877 -0.08261  C2 1.460, C6 1.464, C7 1.574, C8 1.479
11 H -1.28723 2.43715 -0.45638  C1 1.167
12 H 0.49941 2.95495 0.12795  C1 1.092
13 H 1.90335 -0.66006 -2.08111  C3 1.037
14 H 2.62979 -1.59784 -0.83528  C3 1.087
15 H 0.96614 -1.94557 -1.19868  C3 1.181
16 H 3.37885 0.64431 0.15431  C4 1.078
17 H 2.42305 1.58899 -1.05832  C4 1.046
18 H 2.09541 1.66636 0.64646  C4 1.041
19 H 1.22890 0.42520 2.00145  C5 1.169
20 H 0.82553 -1.37452 1.63059  C5 1.076
21 H 2.54041 -0.76685 1.71938  C5 1.159
22 H -1.33326 -1.96199 -1.08233  C6 1.045
23 H -0.36175 -2.10994 0.46594  C6 1.147
24 H -2.14198 -1.96268 0.38286  C6 1.062
25 H -1.63569 -0.02443 -2.14528  C7 1.069
26 H -3.09027 -0.25473 -1.17634  C7 1.086
27 H -2.49449 1.32046 -1.13432  C7 1.057
28 H -1.28247 -0.18137 1.98389  C8 1.092
29 H -2.17547 1.29678 1.18887  C8 1.076
30 H -2.79525 -0.33913 1.32578  C8 1.078

natural (NBO) atomic charge list, values in e, 4 entries: C -0.26; C 0.32; C -0.43; C -0.34



Record 3
This record from the Open Molecules 2025 dataset describes a 2-piece molecular cluster, C8H20N3O3 overall in a non-equilibrium geometry. The level of theory is wB97M-V/def2-TZVPD.

Summary:
- relative energy (zero: lowest compared OMol25 entry of this formula, charge and spin) (kJ/mol) = 647.71
- highest occupied orbital energy (alpha / beta) (eV) = -13.43 / -13.43
- net charge = +1
- 2S+1 = 1
- largest force on an atom (Eh/bohr) = 0.0836

Each atom is followed by the atoms it is bonded to, with distances in Å.
Element x y z (Å)
1 C -3.17418 -1.15282 -0.48175  C8 1.514, H15 1.069, H16 1.202, H17 1.100
2 C -1.55326 -0.98051 1.39209  C8 1.540, H18 1.124, H19 1.055, H20 1.132
3 C -3.25594 0.87439 0.93968  C8 1.508, H21 1.005, H22 1.066, H23 1.114
4 C -1.61303 1.20259 -1.64989  N10 1.432, H24 1.095, H25 1.206, H26 1.109
5 C 3.41604 -0.85567 -0.86232  C6 1.487, C7 1.577, H27 1.154, H28 1.067
6 C 4.42565 -0.02153 -0.15793  C5 1.487, O13 1.488, H29 1.068, H30 1.057
7 C 2.17962 -1.22459 0.04409  C5 1.577, O14 1.393, H31 1.167, H32 1.151
8 C -2.35932 -0.18445 0.34954  C1 1.514, C2 1.540, C3 1.508, N10 1.502
9 N 1.04496 0.88615 0.42390  N11 1.262, O14 1.394, H33 1.097
10 N -1.28199 0.33516 -0.55925  C4 1.432, C8 1.502
11 N -0.09918 1.41264 0.50584  N9 1.262, O12 1.171
12 O -0.28268 2.51237 0.86514  N11 1.171
13 O 3.65693 1.20351 0.19209  C6 1.488, H34 1.054
14 O 1.03915 -0.42865 -0.03775  C7 1.393, N9 1.394
15 H -3.80451 -0.56542 -1.11437  C1 1.069
16 H -2.52367 -1.77069 -1.28171  C1 1.202
17 H -3.72305 -1.86300 0.15467  C1 1.100
18 H -1.15507 -0.65499 2.39208  C2 1.124
19 H -0.78755 -1.42787 0.82101  C2 1.055
20 H -2.21859 -1.77790 1.84364  C2 1.132
21 H -2.75167 1.64752 1.33629  C3 1.005
22 H -3.99520 1.28685 0.29221  C3 1.066
23 H -3.66388 0.33286 1.82412  C3 1.114
24 H -1.98297 2.21460 -1.45644  C4 1.095
25 H -0.76461 1.25234 -2.50513  C4 1.206
26 H -2.38954 0.64719 -2.21442  C4 1.109
27 H 3.00991 -0.35175 -1.81834  C5 1.154
28 H 3.84411 -1.77551 -1.19188  C5 1.067
29 H 4.90350 -0.46865 0.68596  C6 1.068
30 H 5.20193 0.13654 -0.85780  C6 1.057
31 H 2.61842 -1.18766 1.12461  C7 1.167
32 H 1.70208 -2.21874 -0.28448  C7 1.151
33 H 2.07159 1.27016 0.38937  N9 1.097
34 H 4.26604 1.69552 0.89714  O13 1.054

natural (NBO) atomic charge list, values in e, 4 entries: C -0.61; C -0.66; C -0.63; C -0.50



Q: What is the 2S+1 in the first record?
A: 1